[1]
{
  "formula": "C21H22F2N3",
  "method": "ωB97M-V/def2-TZVPD",
  "symbols": ["C", "H", "H", "H", "H", "H", "C", "C", "H", "C", "H", "C", "N", "H", "C", "F", "H", "H", "C", "C", "H", "N", "F", "C", "H", "C", "C", "C", "H", "H", "C", "H", "H", "C", "H", "C", "C", "H", "C", "C", "N", "C", "C", "H", "H", "H", "C", "H"],
  "xyz": [[-1.608, -0.142, 5.583], [-1.812, 1.938, -0.875], [-2.348, 0.997, 2.528], [2.595, 2.957, 1.753], [5.083, 2.443, -2.739], [0.155, 0.308, 6.699], [-1.914, 5.506, -2.285], [-1.771, 0.841, 3.420], [5.331, 0.742, 0.170], [-0.549, 1.504, 3.609], [-3.152, 4.656, -3.811], [-1.152, 3.975, -0.587], [2.181, 3.287, -0.818], [2.700, 4.011, -2.624], [2.228, 3.115, -2.202], [-3.543, -0.494, 4.242], [1.196, 3.112, -2.584], [4.260, 1.373, 2.187], [-0.381, 0.464, 5.777], [-1.844, 2.946, -1.244], [1.094, 1.766, 4.962], [4.438, 2.415, -0.760], [-3.195, 2.182, -3.033], [-2.592, 4.479, -2.911], [2.446, 0.966, -2.295], [4.596, 2.243, 1.609], [-2.310, 0.046, 4.405], [0.145, 1.283, 4.810], [0.666, 3.174, 3.004], [-1.958, 6.503, -2.687], [-2.551, 3.192, -2.398], [6.306, 2.217, 0.204], [-1.368, 1.921, 1.096], [-1.194, 5.261, -1.142], [-0.684, 6.062, -0.637], [-0.458, 3.760, 0.640], [-0.083, 2.474, 2.673], [-2.050, -0.751, 6.351], [2.981, 1.853, -2.656], [3.285, 3.010, -0.206], [3.438, 3.040, 1.185], [-0.662, 2.657, 1.437], [5.287, 1.828, 0.296], [4.828, 0.839, -2.078], [5.250, 2.849, 2.245], [0.188, 4.543, 0.996], [4.409, 1.849, -2.112], [2.980, 1.766, -3.750]],
  "atomic_forces_ev_per_a": [[-0.511, -0.356, 0.185], [-0.015, -0.291, 0.049], [-0.216, 0.020, -0.175], [0.468, 0.095, -0.668], [-0.162, -0.082, -0.093], [0.023, -0.054, 0.113], [-0.035, 0.134, 0.018], [-0.481, -0.078, -0.246], [-0.032, 0.025, 0.059], [0.020, -0.515, 0.616], [-0.160, 0.076, -0.254], [-0.210, 0.233, -0.386], [0.870, 0.262, 2.784], [0.045, -0.101, -0.414], [-0.129, 0.105, -2.000], [1.031, 0.307, 0.098], [0.223, -0.129, -0.088], [0.171, 0.063, -0.114], [0.093, -0.097, 0.079], [-0.175, -0.547, -0.055], [0.214, 0.163, 0.104], [-1.052, 0.587, 1.045], [0.460, 0.746, 0.487], [-0.306, -0.326, -0.423], [0.031, 0.145, 0.123], [-0.085, 0.226, 0.192], [-0.070, 0.212, -0.163], [0.081, 0.327, -0.403], [0.334, 0.144, 0.117], [-0.018, 0.122, -0.115], [0.133, -0.119, 0.106], [-0.118, -0.057, 0.186], [-0.108, -0.116, -0.021], [0.256, -0.069, 0.403], [0.191, 0.207, 0.057], [0.205, 0.040, -0.345], [-0.791, 0.243, -0.568], [-0.076, -0.170, 0.220], [-0.171, -0.145, -0.095], [-0.099, -1.935, -0.029], [-0.070, 0.184, -0.245], [0.180, -0.518, 0.343], [-0.220, 0.363, -0.647], [-0.135, 0.032, 0.046], [-0.054, -0.201, -0.144], [0.204, 0.249, 0.002], [0.147, 0.441, 0.031], [0.120, 0.152, 0.231]],
  "lowdin_charge": [0.04, 0.13, 0.12, 0.10, 0.12, 0.12, -0.03, 0.07, 0.12, -0.20, 0.13, -0.21, 0.06, 0.12, -0.27, 0.09, 0.10, 0.11, -0.04, 0.07, 0.12, -0.05, 0.08, 0.04, 0.11, -0.15, -0.23, -0.01, 0.13, 0.12, -0.23, 0.12, 0.10, 0.00, 0.13, 0.06, 0.06, 0.13, -0.15, -0.35, 0.05, -0.06, -0.11, 0.12, 0.11, 0.13, -0.15, 0.12],
  "total_energy_ha": -1177.1420,
  "e_lumo_ha": -0.211,
  "total_charge": 1,
  "orbital_gap_ev": 5.094
}

[2]
{
  "formula": "C23H22IrN8O2S",
  "method": "ωB97M-V/def2-TZVPD",
  "symbols": ["C", "H", "C", "C", "H", "N", "C", "C", "N", "C", "C", "N", "C", "H", "C", "H", "N", "C", "H", "H", "C", "C", "H", "C", "H", "C", "N", "H", "H", "H", "C", "N", "C", "H", "C", "S", "C", "H", "C", "C", "H", "C", "C", "N", "O", "N", "H", "H", "C", "Ir", "H", "H", "H", "H", "H", "O", "H"],
  "xyz": [[-0.114, -2.841, 1.320], [2.440, -1.425, 2.686], [-2.135, 1.687, 0.364], [1.317, 3.966, -0.599], [-2.706, 0.436, 3.178], [-1.048, -0.525, 4.063], [1.323, 2.601, -0.355], [-4.449, 1.142, 0.611], [0.175, 1.988, -0.045], [2.489, 1.678, -0.407], [-1.956, 0.615, 3.947], [0.293, -4.316, 4.194], [3.190, -0.534, -0.159], [-2.426, -1.550, 0.882], [-4.096, -0.186, 0.775], [5.779, 1.414, -1.095], [1.160, -1.182, 4.345], [0.102, 4.630, -0.499], [3.967, 3.103, -1.004], [0.814, -2.673, 5.813], [-0.121, -4.082, 3.142], [-1.676, -1.714, 4.651], [3.226, -0.826, 4.165], [1.035, -1.608, 5.751], [2.905, -1.549, 0.082], [-0.141, 6.183, -0.707], [2.218, 0.377, -0.102], [-4.840, -0.955, 0.921], [-1.897, -1.570, 5.708], [2.704, -2.528, 4.055], [-3.454, 2.090, 0.401], [-1.795, 0.381, 0.556], [-1.008, 2.606, 0.050], [-1.048, -2.588, 4.523], [4.776, 1.120, -0.816], [0.803, 0.707, 2.512], [0.240, -0.476, 3.720], [-2.616, -1.882, 4.124], [-1.076, 3.968, -0.178], [3.761, 2.070, -0.763], [2.223, 4.495, -0.851], [-2.753, -0.528, 0.749], [2.471, -1.504, 3.767], [-0.619, -3.828, 1.928], [-1.204, 6.658, -0.485], [0.294, -1.924, 0.708], [-3.711, 3.128, 0.249], [0.282, -1.012, 6.257], [4.486, -0.198, -0.516], [0.237, 0.060, 0.388], [-1.409, 1.525, 3.724], [-1.995, 4.533, -0.113], [1.999, -1.425, 6.221], [-2.468, 0.735, 4.901], [5.245, -0.966, -0.556], [1.007, 6.594, -1.096], [-5.488, 1.442, 0.631]],
  "atomic_forces_ev_per_a": [[-0.238, -0.109, 0.173], [-0.018, -0.033, 0.021], [0.010, -0.021, 0.009], [-0.013, 0.012, 0.002], [-0.026, -0.024, 0.012], [0.041, 0.038, -0.052], [0.029, -0.020, -0.007], [0.009, -0.011, 0.006], [0.002, -0.010, 0.024], [-0.013, -0.009, -0.004], [0.021, 0.083, -0.004], [-0.030, -0.007, -0.031], [0.026, -0.004, 0.006], [0.006, -0.002, -0.001], [-0.001, 0.017, -0.005], [0.002, 0.003, -0.004], [0.132, 0.019, 0.079], [-0.396, 0.130, 0.035], [0.009, 0.001, -0.006], [-0.067, 0.010, -0.010], [0.203, -0.469, -0.367], [-0.033, -0.021, 0.070], [0.015, -0.040, 0.005], [-0.038, 0.000, -0.032], [-0.018, 0.004, -0.008], [0.220, -1.065, 0.268], [0.021, -0.017, -0.017], [0.003, -0.005, 0.004], [-0.001, 0.035, 0.002], [0.018, -0.017, -0.023], [0.012, 0.004, -0.006], [0.012, -0.014, 0.023], [-0.067, 0.011, 0.003], [-0.029, 0.125, 0.127], [-0.009, -0.017, 0.004], [0.115, 0.055, 0.005], [-0.226, 0.028, -0.088], [-0.016, 0.035, -0.002], [0.052, -0.201, 0.018], [-0.011, 0.015, 0.007], [0.015, 0.008, -0.002], [-0.017, -0.016, 0.000], [-0.085, 0.032, -0.023], [0.185, 0.203, 0.225], [-0.133, 0.418, -0.084], [0.099, -0.155, -0.078], [-0.006, 0.000, -0.002], [-0.027, -0.030, -0.028], [0.002, 0.020, 0.003], [-0.030, 0.300, -0.003], [0.002, -0.011, -0.011], [0.010, 0.004, 0.000], [0.011, 0.039, 0.002], [0.001, 0.003, 0.004], [0.003, -0.003, 0.000], [0.265, 0.678, -0.238], [-0.001, 0.003, -0.001]],
  "lowdin_charge": [-0.34, 0.04, -0.18, 0.10, 0.07, -0.16, -0.16, 0.01, -0.08, -0.18, -0.04, 0.16, -0.08, 0.11, 0.00, 0.13, -0.16, -0.03, 0.13, 0.08, -0.34, -0.02, 0.11, 0.00, 0.12, -0.50, -0.10, 0.13, 0.11, 0.11, 0.04, -0.07, -0.15, 0.04, 0.01, 0.80, -0.61, 0.11, 0.10, 0.04, 0.13, -0.09, -0.04, 0.13, 0.18, -0.04, 0.13, 0.10, 0.01, 1.16, 0.07, 0.14, 0.11, 0.11, 0.13, 0.30, 0.14],
  "s_squared": 0.755,
  "total_energy_ha": -1980.1472,
  "e_lumo_ha": [-0.290, -0.316],
  "multiplicity": 2,
  "total_charge": 2,
  "orbital_gap_ev": [6.608, 5.896]
}

[3]
{
  "formula": "C11H16Cl3F3OTc",
  "method": "ωB97M-V/def2-TZVPD",
  "symbols": ["H", "C", "C", "C", "C", "H", "C", "O", "C", "H", "F", "H", "H", "Cl", "C", "H", "H", "H", "C", "H", "H", "F", "H", "F", "H", "Cl", "H", "C", "C", "H", "H", "Tc", "H", "Cl", "C"],
  "xyz": [[2.030, -2.720, -0.587], [1.317, -2.398, -1.342], [-0.215, -0.406, -1.858], [1.404, 1.265, -1.882], [3.526, -0.016, -1.388], [4.018, 0.208, -2.368], [2.052, 0.112, -1.424], [-1.092, -1.795, 0.301], [2.049, 2.553, -2.132], [-0.897, 2.843, -2.309], [-1.116, 1.014, 3.181], [2.549, 2.572, -3.106], [0.406, -2.988, -1.203], [1.691, -1.448, 1.863], [-0.907, 1.878, -2.821], [-1.260, -1.505, -3.435], [-1.559, -2.118, -1.800], [-2.333, -0.641, -2.345], [-1.331, -0.013, 2.305], [3.980, 0.638, -0.626], [-0.594, 2.042, -3.857], [-2.601, 0.164, 1.797], [-1.926, 1.473, -2.852], [-1.351, -1.183, 3.045], [2.803, 2.782, -1.371], [-0.080, 1.938, 0.770], [3.814, -1.058, -1.129], [0.044, 0.934, -2.196], [1.039, -0.955, -1.278], [1.303, 3.353, -2.136], [-1.927, -1.976, 0.818], [0.214, -0.342, 0.625], [1.708, -2.615, -2.334], [2.333, 1.514, 1.562], [-1.382, -1.197, -2.382]],
  "atomic_forces_ev_per_a": [[0.146, -0.057, 0.031], [0.158, -0.796, -0.216], [1.204, 0.599, -0.565], [-0.549, -1.949, -0.309], [1.001, -0.704, 0.610], [-0.547, -0.037, 0.477], [-1.665, 0.003, -0.745], [-1.086, -1.044, 0.688], [0.236, 0.883, 0.051], [-0.172, -0.006, 0.039], [-0.738, -0.898, 0.243], [0.109, 0.040, -0.189], [0.112, 0.146, 0.086], [0.471, -1.776, 0.824], [-0.216, 0.047, -0.224], [0.246, 0.165, 0.108], [0.217, 0.506, -0.195], [0.305, 0.010, 0.087], [2.172, -0.179, -1.194], [-0.181, -0.133, -0.129], [-0.098, 0.205, -0.137], [0.012, -0.168, 0.702], [0.156, 0.184, 0.132], [-0.865, 0.516, 0.501], [-0.158, -0.013, 0.035], [-3.032, 1.797, -1.552], [-0.094, 0.539, -0.066], [0.610, -0.778, 0.514], [-0.137, 1.470, -1.380], [0.152, 0.071, 0.072], [1.852, 0.864, -0.489], [-2.210, 1.475, 1.519], [0.261, -0.421, -0.338], [2.857, -0.106, 0.735], [-0.529, -0.454, 0.273]],
  "lowdin_charge": [0.03, -0.13, -0.30, -0.33, -0.09, 0.08, -0.29, -0.47, -0.08, 0.06, -0.05, 0.07, 0.06, -0.07, -0.07, 0.07, 0.05, 0.06, -0.69, 0.04, 0.07, -0.03, 0.06, -0.05, 0.07, -0.04, 0.07, -0.30, -0.48, 0.06, 0.02, 1.06, 0.07, -0.44, -0.09],
  "s_squared": 3.779,
  "total_energy_ha": -2264.9600,
  "e_lumo_ha": [0.208, 0.208],
  "multiplicity": 4,
  "total_charge": -2,
  "orbital_gap_ev": [5.544, 5.731]
}

- Which formula does entry 1 have?
  C21H22F2N3